Entry 1:
{"formula": "C4H6N2", "method": "ωB97M-V/def2-TZVPD", "species": ["N", "C", "C", "C", "C", "N", "H", "H", "H", "H", "H", "H"], "positions_angstrom": [[1.819, 0.655, -0.821], [2.207, -0.420, -0.494], [0.650, -0.229, 0.576], [-0.404, 0.885, 0.472], [-1.122, -0.086, -0.491], [-0.272, -1.139, 0.079], [1.221, -0.423, 1.479], [-0.932, 0.979, 1.425], [-0.095, 1.856, 0.098], [-0.894, 0.131, -1.541], [-2.195, -0.243, -0.353], [0.018, -1.966, -0.426]], "forces_ev_per_a": [[0.352, -0.950, 0.280], [-0.091, 0.903, -0.423], [-0.286, -0.018, 0.437], [-0.005, 0.188, 0.027], [-0.244, 0.081, -0.143], [0.198, -0.145, -0.124], [-0.020, 0.040, -0.197], [0.081, -0.031, -0.124], [-0.057, -0.152, 0.058], [-0.036, -0.037, 0.144], [0.163, 0.035, -0.019], [-0.056, 0.087, 0.084]], "smiles": "N#C[C@H]1CCN1", "homo_lumo_gap_ev": 10.877, "lumo_ev": 1.00, "homo_ev": -9.88}

---

Entry 2:
{"formula": "C3H2N2", "method": "ωB97M-V/def2-TZVPD", "species": ["C", "C", "C", "N", "N", "H", "H"], "positions_angstrom": [[-0.026, -1.379, 0.050], [-1.136, -0.724, -0.001], [0.647, 0.070, -0.007], [-1.552, 0.564, 0.037], [-0.429, 1.128, -0.016], [1.284, -0.061, 0.829], [1.212, 0.401, -0.892]], "forces_ev_per_a": [[-1.496, 0.546, -0.775], [2.761, -1.268, 0.329], [-1.635, -0.771, -1.558], [-0.340, 0.278, -0.324], [0.165, 1.279, 1.077], [0.493, 0.946, 1.181], [0.052, -1.011, 0.070]], "homo_lumo_gap_ev": 9.105, "lumo_ev": -1.16, "homo_ev": -10.27}

---

Entry 3:
{"formula": "H23O11", "method": "ωB97M-V/def2-TZVPD", "species": ["O", "H", "H", "O", "H", "H", "O", "H", "H", "O", "H", "H", "O", "H", "H", "O", "H", "H", "O", "H", "O", "H", "H", "O", "H", "H", "O", "H", "H", "O", "H", "H", "H", "H"], "positions_angstrom": [[-4.289, 0.493, -1.556], [0.300, 1.304, 1.781], [1.628, 0.239, 1.158], [-0.467, -2.829, 3.138], [-4.697, 1.213, -1.075], [0.506, 0.878, 0.409], [-1.206, 3.350, -1.055], [-1.083, -2.286, -0.291], [2.381, -1.639, -2.824], [1.380, 2.861, 1.331], [1.578, 3.495, 0.633], [2.586, -1.168, 0.929], [-0.302, -0.066, -3.241], [3.377, -0.650, -3.384], [0.280, -2.254, 3.364], [-1.481, 1.445, 2.359], [-2.416, 1.680, 2.328], [-4.472, -0.436, -1.377], [0.512, 0.467, 1.300], [-1.055, 2.407, -1.091], [2.859, -0.244, 0.800], [-2.126, 3.619, -1.094], [-1.185, -2.379, 3.611], [1.712, -2.136, -1.072], [3.123, -0.262, -0.143], [1.828, -3.077, -1.271], [-1.270, -2.512, 0.625], [1.079, -2.085, -0.356], [-1.135, -3.418, 0.931], [2.655, -0.723, -2.766], [0.959, 3.295, 2.082], [-1.449, 0.706, 2.978], [-0.749, 0.671, -3.688], [0.640, 0.039, -3.473]], "forces_ev_per_a": [[1.645, 0.095, -1.366], [0.156, -0.164, 0.366], [-0.053, 0.356, 0.479], [0.074, 0.629, 0.196], [-0.835, -0.495, 0.669], [-0.736, -0.190, -0.064], [0.959, 0.642, 0.209], [0.139, -0.854, -0.333], [-0.044, -0.022, 0.046], [-0.026, -0.500, 0.045], [-0.203, 0.366, 0.335], [0.721, -0.139, 0.087], [-0.029, 0.291, 0.114], [0.489, 0.269, -0.475], [0.219, -0.362, -0.064], [-0.364, -0.049, 0.223], [0.108, 0.287, 0.035], [-0.818, 0.349, 0.679], [1.568, -0.299, -1.545], [-0.841, -0.132, -0.147], [-0.899, -0.462, 0.016], [-0.140, -0.549, -0.106], [-0.248, -0.405, -0.108], [-0.173, -0.587, 0.520], [-0.074, 0.340, 0.063], [-0.066, 0.001, 0.292], [-0.516, 1.107, 0.821], [-0.364, -0.368, 0.149], [0.206, -0.194, -0.603], [-0.097, 0.669, -0.342], [0.214, 0.638, -0.307], [-0.116, 0.046, 0.076], [-0.106, -0.091, -0.086], [0.249, -0.221, 0.126]], "multiplicity": 2, "homo_lumo_gap_ev": [11.175, 2.588], "lumo_ev": [-6.27, -14.14], "homo_ev": [-17.44, -16.73], "s2": 0.76, "charge": 2}

---

Asked for relative energy (zero: lowest compared OMol25 entry of this formula, charge and spin) across the records above, the calculation gives 85.4 139.0 42.1 kcal per mole in order.
Asked for DFT total energy across the records above, the calculation gives -7221.8861 -6116.4578 -22874.0812 eV in order.